(1)
This record from the Open Molecules 2025 dataset describes a 2-piece molecular cluster, C26H46Br2N3O2S3 overall. The level of theory is ωB97M-V/def2-TZVPD.

The geometry in XYZ format:
```
82
Properties=species:S:1:pos:R:3:mulliken_charge:R:1
C 0.0014 -5.0153 -0.4916 -1.137
C -1.5175 -4.9009 -0.5657 -0.678
C -1.9407 -3.4078 -0.4351 0.620
C -2.9121 -3.0508 -1.5723 -1.753
N -3.0948 -1.6277 -1.8860 0.243
C -1.8516 -0.9034 -2.1243 -0.665
C -0.8974 -1.5098 -3.1702 -1.047
C -0.5409 -0.4594 -4.2325 -1.006
C 0.7633 0.2618 -3.9062 -0.830
N 0.8268 0.5372 -2.4374 0.923
N 1.7224 -0.1516 -1.7701 -0.806
C 1.7914 0.0574 -0.4831 0.427
C 2.8585 -0.7015 0.2446 -1.109
Br 3.1811 -2.4281 -0.5805 -0.039
C 4.2197 0.0233 0.2098 0.149
C 5.2262 -0.5988 1.1689 -1.523
Br 4.0878 1.9464 0.5797 -0.127
C 0.8997 0.9418 0.1576 1.634
C 0.9413 1.1476 1.6420 -2.429
C -0.0188 1.6329 -0.5664 0.130
C -1.0147 2.5640 0.0395 -1.431
C -2.0968 1.7193 0.7918 -0.588
C -3.5098 2.2962 0.4928 -1.574
S -3.6238 4.0102 1.0894 -0.160
C -0.0103 1.4180 -1.9292 -0.288
O -0.8681 2.0609 -2.7370 -0.380
C -3.9357 -0.9241 -1.0692 0.456
S -4.6084 -1.4098 0.3339 -0.177
S -4.2529 0.7234 -1.7036 -0.127
C -5.8492 1.2328 -1.0330 -0.783
C -5.7761 2.4372 -0.1038 -0.367
C -5.6019 2.0902 1.3802 -1.057
H 0.3538 -6.0363 -0.5832 0.436
H 0.3407 -4.5776 0.4446 0.300
H 0.4226 -4.3908 -1.2788 0.190
H -1.8787 -5.3238 -1.5008 0.394
H -1.9790 -5.4655 0.2393 0.367
H -2.4645 -3.3323 0.5067 0.341
H -1.0217 -2.8290 -0.4426 -0.207
H -2.5628 -3.5703 -2.4591 0.481
H -3.8668 -3.5032 -1.3405 0.517
H -1.3471 -0.7929 -1.1566 0.403
H -2.0674 0.1103 -2.4436 0.480
H -0.0117 -1.8484 -2.6357 0.137
H -1.3240 -2.3570 -3.6873 0.767
H -0.3881 -0.9775 -5.1749 0.434
H -1.3327 0.2582 -4.4161 0.395
H 1.6026 -0.3552 -4.1836 0.438
H 0.8064 1.2185 -4.4137 0.400
H 2.5900 -0.8690 1.2768 0.722
H 4.6173 -0.0566 -0.7937 0.528
H 5.9645 0.1501 1.4348 0.421
H 4.7779 -0.9129 2.1060 0.388
H 5.7749 -1.4117 0.7119 0.398
H 1.8480 0.7870 2.0909 0.599
H 0.9372 2.2213 1.8160 0.481
H 0.0496 0.7480 2.1154 0.325
H -1.4916 3.1243 -0.7523 0.765
H -0.5199 3.2099 0.7533 0.495
H -1.9626 1.8042 1.8628 0.621
H -2.0767 0.6784 0.4722 0.372
H -3.6441 2.2758 -0.5820 0.198
H -4.2322 1.6742 1.0115 0.404
H -3.2584 3.8211 2.3666 0.191
H -0.4589 2.9008 -3.0013 0.402
H -6.3797 0.4023 -0.5851 0.555
H -6.4433 1.5199 -1.8972 0.457
H -6.7340 2.9435 -0.2021 0.453
H -5.0264 3.1614 -0.4132 0.370
H -5.0866 1.1506 1.5463 0.269
H -6.5535 2.1010 1.8975 0.601
H -5.0129 2.8700 1.8609 0.189
C 8.9328 1.0225 4.2632 -1.126
C 7.5935 0.3308 4.3318 0.874
O 7.4851 -0.8635 4.1773 -0.548
C 6.3849 1.1971 4.5992 -1.058
H 9.7091 0.2873 4.0655 0.317
H 8.9316 1.7623 3.4610 0.300
H 9.1470 1.5179 5.2112 0.341
H 6.2782 1.9392 3.8052 0.262
H 6.4851 1.7028 5.5602 0.420
H 5.4946 0.5714 4.6219 0.235
```

Values from the calculation:
net charge	+1
multiplicity	1
Kohn-Sham gap	6.84	eV

(2)
This record from the Open Molecules 2025 dataset describes C26H46Cl2IrO2P2 as an isolated structure. The level of theory is ωB97M-V/def2-TZVPD.

The geometry in XYZ format:
```
79
Properties=species:S:1:pos:R:3:lowdin_spin:R:1
Ir -1.2489 -1.1536 -1.1566 0.884
C 1.7207 -0.6402 -1.7640 0.280
C 0.4026 -0.9778 -2.3122 0.238
C 0.5447 1.3326 -1.8110 0.333
C 1.7763 0.7258 -1.5329 0.199
C -0.3947 0.3214 -2.3330 0.219
C 2.8314 -1.6088 -1.7490 0.043
H 2.4426 -2.6291 -1.6105 0.004
H 3.5530 -1.4019 -0.9426 0.004
H 3.3909 -1.6026 -2.7016 0.018
C 3.0160 1.4972 -1.2407 0.023
H 3.8328 0.8114 -0.9674 0.000
H 2.8735 2.2260 -0.4337 0.006
H 3.3375 2.0494 -2.1452 0.008
C 0.3238 2.7898 -1.8883 0.049
H 0.8750 3.2286 -2.7459 0.019
H 0.7110 3.2642 -0.9741 0.011
H -0.7365 3.0586 -2.0060 0.000
C -1.2610 0.6069 -3.5066 0.072
H -0.7386 0.4221 -4.4500 0.015
H -1.5778 1.6464 -3.4985 0.002
H -2.1277 -0.0620 -3.4387 0.019
C 0.3109 -1.9274 -3.4556 0.026
H 0.9737 -1.5918 -4.2643 0.008
H -0.7208 -1.9649 -3.8269 0.002
H 0.6193 -2.9383 -3.1408 0.005
C -0.9753 -1.9420 0.7446 0.093
C -0.3639 -2.7692 -0.2743 0.054
C -0.9548 -4.0430 -0.8370 0.007
C -2.1300 -3.8740 -1.8066 0.004
C -2.6318 -2.4617 -1.9039 0.063
C -3.1396 -1.7167 -0.7778 0.149
C -3.4330 -2.3736 0.5513 0.027
C -2.1940 -2.4781 1.4418 0.018
H -1.2435 -4.7125 -0.0265 0.001
H -2.9243 -4.5857 -1.5414 0.000
H -0.1559 -4.5651 -1.3719 0.000
H -2.0333 -3.5297 1.7226 0.004
H -0.2749 -1.3507 1.3506 0.016
H 0.7287 -2.7691 -0.2603 0.007
H -2.3516 -1.9058 2.3602 0.000
H -4.1997 -1.7415 1.0314 0.001
H -3.8101 -0.8925 -1.0106 0.019
H -3.8405 -3.3852 0.4128 0.004
H -1.7889 -4.1491 -2.8189 0.000
H -3.1304 -2.2210 -2.8444 0.015
P 2.1268 -0.2203 2.0106 0.524
C 3.8154 0.4628 2.1903 0.066
H 4.1473 0.2618 3.2168 0.016
H 3.8144 1.5428 1.9725 0.001
H 4.4611 -0.0474 1.4598 0.000
C 1.3039 0.1489 3.6108 0.060
H 2.0026 -0.0869 4.4263 0.015
H 0.3950 -0.4678 3.6858 0.000
H 1.0260 1.2134 3.6277 0.000
C 2.4729 -2.0179 2.2356 0.089
H 1.5246 -2.5763 2.2749 0.001
H 3.0326 -2.1536 3.1725 0.019
H 3.0619 -2.3768 1.3775 0.000
P -1.4905 1.7598 0.8754 0.071
C -2.8502 1.8172 -0.3656 0.020
H -3.7981 1.6835 0.1690 0.002
H -2.7038 0.9627 -1.0555 0.009
H -2.8407 2.7638 -0.9275 0.000
C -2.4428 1.0161 2.2629 0.010
H -2.7681 0.0006 1.9852 0.000
H -3.3166 1.6596 2.4428 0.002
H -1.7881 0.9788 3.1473 0.000
C -1.5441 3.5280 1.2968 0.013
H -2.5876 3.8687 1.3041 0.002
H -0.9681 4.0528 0.5216 0.000
H -1.0465 3.6722 2.2628 0.000
Cl 0.7189 5.9964 2.0460 0.000
C 1.8163 4.7962 2.7980 0.007
Cl 1.1220 4.0316 4.2446 0.000
C 2.1402 3.7086 1.7129 0.005
O 3.2354 3.9147 1.1527 0.014
O 1.3028 2.7815 1.5452 0.083
H 2.7423 5.3090 3.0741 0.001
```

Values from the calculation:
net charge	+1
multiplicity	5
Kohn-Sham gap (alpha / beta)	6.29 / 4.18	eV

(3)
This record from the Open Molecules 2025 dataset describes C26H46IrO2P2 as an isolated structure. The level of theory is ωB97M-V/def2-TZVPD.

The geometry in XYZ format:
```
77
Properties=species:S:1:pos:R:3:lowdin_spin:R:1
Ir 3.5187 -0.9215 -0.1493 1.232
C 1.2798 -0.7461 0.0914 0.112
C 1.7716 -1.8229 0.9301 0.102
C 2.7124 0.1845 1.6822 0.132
C 1.9136 0.4880 0.5122 0.114
C 2.6100 -1.2328 1.9423 0.134
C 0.2026 -0.8360 -0.9387 0.009
H 0.2181 -1.7822 -1.4797 0.002
H 0.2420 -0.0161 -1.6581 0.001
H -0.7716 -0.7458 -0.4484 0.003
C 1.7095 1.8698 -0.0644 0.022
H 0.7559 2.2841 0.2883 0.008
H 1.6561 1.8698 -1.1617 0.002
H 2.5122 2.5470 0.2552 0.001
C 3.4538 1.1871 2.4988 0.014
H 3.3551 0.9683 3.5658 0.003
H 3.0670 2.1917 2.2923 0.000
H 4.5253 1.1915 2.2811 0.004
C 3.2888 -1.9484 3.0630 0.015
H 3.0787 -1.4509 4.0184 0.004
H 4.3842 -1.9727 2.9579 0.004
H 2.9258 -2.9806 3.1358 0.000
C 1.4160 -3.2774 0.8524 0.020
H 0.5372 -3.4643 1.4849 0.007
H 2.2296 -3.9210 1.2144 0.002
H 1.1785 -3.5667 -0.1760 0.002
C -1.5367 0.9552 -4.3779 0.474
C -2.2188 -0.1252 -4.0494 0.055
C -2.0253 -1.6262 -4.2363 0.031
C -0.7527 -2.0488 -5.0103 0.001
C 0.5112 -1.6094 -4.3542 0.005
C 1.0294 -0.3692 -4.4691 0.011
C 0.6961 0.5557 -5.5994 0.037
C -0.5092 1.4922 -5.2830 0.071
H -2.9083 -2.0304 -4.7632 0.001
H -0.7835 -1.7251 -6.0634 0.000
H -2.0217 -2.1094 -3.2340 -0.001
H -0.9525 1.8957 -6.2156 0.001
H -2.0870 2.0271 -3.6224 0.073
H -3.1038 0.0775 -3.4002 0.022
H -0.1248 2.3720 -4.7285 0.010
H 1.5946 1.1727 -5.8496 0.003
H 1.6876 0.0567 -3.6743 0.008
H 0.4416 -0.0181 -6.5117 0.001
H -0.7542 -3.1457 -4.9936 0.001
H 1.0067 -2.3945 -3.7732 0.003
P 3.6945 -1.0949 -2.3101 0.406
P 5.6497 -0.9025 0.2008 0.115
C 5.1281 -2.3572 -1.9119 0.129
C 6.2365 -1.4102 -1.5021 0.042
H 5.3232 -2.9818 -2.7746 0.012
H 4.7283 -2.9280 -1.0670 0.022
H 7.2400 -1.8621 -1.4174 0.001
H 6.3070 -0.5012 -2.1238 0.001
C 6.6909 0.4221 0.8291 0.010
H 6.1618 1.0373 1.5722 0.001
H 7.0265 1.0838 0.0146 0.000
H 7.5833 -0.0057 1.3243 0.001
C 6.2830 -2.4051 1.0541 0.021
H 7.1033 -2.1309 1.7361 0.002
H 6.6658 -3.1094 0.3043 0.001
H 5.4934 -2.9088 1.6218 0.002
C 4.1176 0.6921 -2.7327 0.092
H 3.4413 1.0387 -3.5288 0.009
H 5.1440 0.7362 -3.1134 0.007
H 3.9927 1.3503 -1.8597 0.008
C 3.7094 -1.6291 -4.0693 0.120
H 3.5427 -2.7078 -4.1685 0.001
H 4.6701 -1.3539 -4.5448 0.017
H 2.9299 -1.1098 -4.6446 0.002
C -4.0757 3.4243 -1.3865 0.011
C -2.9630 2.5297 -1.8644 0.010
O -2.4499 1.6241 -1.2049 0.005
O -2.6293 2.8736 -3.1101 0.189
H -5.0338 2.9770 -1.6899 0.000
H -3.9831 4.4053 -1.8653 0.001
H -4.0571 3.5018 -0.3043 0.002
```

Values from the calculation:
net charge	+1
multiplicity	5
energy above the lowest of the compared OMol25 structures with the same formula, charge and spin	16.6	kJ/mol
Kohn-Sham gap (alpha / beta)	6.57 / 6.34	eV

no.,strongest force on any atom (hartree/bohr)
1,0.107
2,0.093
3,0.067